Record 1
Density functional theory data (the ωB97M-V functional and the def2-TZVPD basis) for an isolated molecule of C23H26N4O4S.

Its strongest force on any atom is 0.79 eV/Å. The total charge is 0. The value obtained for the total energy is -1810.2955 Ha. The energy above the lowest of the compared OMol25 structures with the same formula, charge and spin is 0.130 eV.

Last column: natural (NBO) charge in e.
Cartesian coordinates (Å):
C  -6.2850  -0.4606  -1.6733  -0.636
C  -4.9012  -0.6274  -1.0505  -0.064
O  -4.6182  0.3285  -0.0492  -0.555
C  -5.1966  0.0993  1.2198  -0.073
C  -4.4368  -0.9409  2.0549  -0.446
C  -3.0636  -0.4307  2.5061  -0.233
N  -2.3161  0.1708  1.4186  -0.449
C  -1.7563  -0.5755  0.4374  0.358
S  -1.7640  -2.3319  0.6086  0.234
C  -1.1024  -2.7616  -1.0235  -0.609
C  0.1947  -2.0436  -1.4007  0.718
O  0.4065  -1.7308  -2.5486  -0.621
N  1.0695  -1.9455  -0.3688  -0.617
C  2.3239  -1.3296  -0.3411  0.122
C  2.8948  -0.7277  -1.4578  -0.181
C  4.1441  -0.1501  -1.3622  -0.245
C  4.8526  -0.1604  -0.1622  0.135
N  6.1202  0.4308  -0.1416  -0.601
C  7.0171  0.5117  0.8847  0.684
C  8.2908  1.2246  0.4739  -0.713
O  6.8337  0.0716  1.9958  -0.604
C  4.2766  -0.7553  0.9568  -0.236
C  3.0258  -1.3298  0.8619  -0.215
N  -1.1701  -0.1310  -0.6102  -0.534
C  -1.1076  1.2197  -0.8022  0.167
C  -0.4873  1.7178  -1.9511  -0.211
C  -0.4198  3.0781  -2.1453  -0.176
C  -0.9629  3.9605  -1.2109  -0.233
C  -1.5740  3.4797  -0.0750  -0.151
C  -1.6505  2.1030  0.1449  -0.150
C  -2.3053  1.5753  1.3333  0.672
O  -2.8004  2.2431  2.2166  -0.611
H  -7.0694  -0.6650  -0.9481  0.202
H  -6.3951  -1.1510  -2.5049  0.213
H  -6.4041  0.5566  -2.0369  0.216
H  -4.1331  -0.4613  -1.8121  0.192
H  -4.7895  -1.6490  -0.6609  0.159
H  -6.2440  -0.2099  1.1195  0.173
H  -5.1654  1.0688  1.7240  0.207
H  -4.3184  -1.8584  1.4759  0.212
H  -5.0229  -1.1779  2.9429  0.222
H  -3.1896  0.3585  3.2519  0.256
H  -2.4779  -1.2503  2.9332  0.211
H  -0.9341  -3.8399  -0.9952  0.250
H  -1.8565  -2.5309  -1.7752  0.256
H  0.7475  -2.2820  0.5306  0.402
H  2.3596  -0.7204  -2.3918  0.246
H  4.5797  0.3141  -2.2362  0.204
H  6.4029  0.8350  -1.0239  0.394
H  8.9658  1.2636  1.3236  0.242
H  8.7744  0.6909  -0.3419  0.225
H  8.0671  2.2383  0.1482  0.226
H  4.8125  -0.7666  1.8905  0.259
H  2.5876  -1.7896  1.7367  0.206
H  -0.0787  1.0136  -2.6581  0.238
H  0.0567  3.4697  -3.0322  0.215
H  -0.9030  5.0248  -1.3826  0.216
H  -2.0029  4.1412  0.6624  0.233

Cartesian forces, eV/Å:
C 0.3 0.1 0.3
C -0.1 -0.1 -0.2
O 0.0 0.1 -0.1
C -0.1 -0.1 0.2
C 0.1 0.3 -0.3
C -0.4 -0.3 0.3
N 0.3 0.3 0.2
C 0.4 -0.1 -0.7
S -0.1 -0.5 0.2
C -0.2 0.3 0.1
C -0.1 -0.5 0.2
O 0.2 0.0 -0.3
N 0.1 -0.3 0.4
C 0.3 0.1 -0.1
C -0.1 0.0 -0.1
C 0.1 0.0 0.3
C -0.4 -0.2 0.0
N 0.1 0.2 -0.4
C 0.3 0.3 -0.3
C 0.0 -0.1 0.2
O -0.1 -0.1 0.3
C 0.1 0.0 0.1
C -0.1 0.0 -0.3
N -0.4 -0.3 0.1
C -0.2 0.6 0.4
C 0.0 0.1 0.0
C 0.0 -0.1 0.0
C -0.1 0.1 0.1
C 0.0 0.0 0.1
C 0.2 0.0 -0.5
C 0.1 -0.1 0.1
O -0.1 0.2 0.0
H -0.1 0.0 0.0
H -0.1 -0.1 -0.1
H 0.0 0.1 -0.1
H 0.0 -0.1 0.1
H 0.1 0.1 0.0
H 0.0 0.1 0.0
H -0.1 -0.1 0.0
H -0.1 0.0 0.1
H 0.0 -0.1 0.0
H 0.1 -0.2 -0.1
H 0.0 0.2 0.1
H 0.0 0.0 0.0
H 0.2 0.0 0.0
H -0.1 0.1 -0.2
H 0.0 0.0 0.0
H 0.0 0.0 -0.1
H 0.0 0.0 0.2
H 0.0 0.0 0.0
H 0.0 0.0 -0.1
H 0.0 0.1 -0.1
H 0.0 0.0 0.0
H 0.0 -0.1 0.1
H 0.1 -0.1 -0.1
H 0.0 0.0 -0.1
H 0.0 0.1 0.0
H 0.0 0.1 0.0

Record 2
Density functional theory data (the ωB97M-V functional and the def2-TZVPD basis) for a 2-piece molecular cluster, C23H26NO5P overall at a distorted geometry.

Its strongest force on any atom is 2.38 eV/Å. The total charge is 0. The value obtained for the total energy is -1664.3085 Ha.

Last column: natural (NBO) charge in e.
Cartesian coordinates (Å):
C  -1.3267  -5.7510  2.0191  -0.623
C  -0.8010  -4.5807  1.2311  -0.063
O  -1.5850  -3.4187  1.6268  -0.838
P  -1.7196  -2.1111  0.7203  2.398
C  -0.4214  -1.0219  1.2450  -1.157
C  0.6818  -1.5184  1.9081  0.294
N  1.6830  -1.8529  2.4462  -0.558
O  -1.7709  -2.3162  -0.7492  -1.131
O  -2.9987  -1.3783  1.3663  -0.831
C  -4.1647  -2.1127  1.8252  -0.056
C  -5.2613  -1.1255  2.1523  -0.622
H  -0.7829  -6.6533  1.7479  0.210
H  -1.2155  -5.5805  3.0916  0.214
H  -2.3872  -5.9156  1.8100  0.208
H  0.2541  -4.3735  1.4448  0.197
H  -0.9306  -4.7341  0.1535  0.192
H  -0.7075  0.0170  1.4179  0.243
H  -4.4747  -2.8015  1.0242  0.177
H  -3.9107  -2.7001  2.7199  0.186
H  -6.1670  -1.6781  2.4071  0.210
H  -4.9909  -0.5004  3.0077  0.212
H  -5.4778  -0.4679  1.3064  0.208
C  6.8694  1.5850  1.1344  -0.064
C  5.6364  0.8835  1.7136  -0.459
C  4.5997  1.0936  0.6552  -0.111
C  5.1666  1.9105  -0.3628  0.404
O  6.4716  2.2310  -0.1441  -0.461
C  4.3945  2.3581  -1.4525  -0.303
C  3.0552  2.0461  -1.4715  -0.119
C  2.4432  1.2536  -0.4419  -0.107
C  1.0569  0.9665  -0.4294  0.094
C  0.0482  1.7293  -1.0641  -0.190
C  -1.1705  1.0945  -1.4553  -0.086
C  -2.0689  1.7902  -2.2305  -0.098
C  -1.8404  3.1499  -2.5677  0.400
O  -2.7413  3.6564  -3.4544  -0.461
C  -3.6752  2.5606  -3.8049  -0.064
C  -3.3045  1.3441  -2.9471  -0.461
C  -0.7089  3.8359  -2.0882  -0.287
C  0.2109  3.1309  -1.3539  -0.114
C  3.2838  0.7048  0.5772  -0.103
H  7.2573  2.3785  1.7836  0.199
H  7.6777  0.8804  0.9035  0.197
H  5.8334  -0.1739  1.9157  0.244
H  5.3528  1.3517  2.6660  0.234
H  4.8801  2.9605  -2.2151  0.237
H  2.4344  2.4010  -2.2943  0.227
H  0.7665  0.0485  0.0590  0.286
H  -1.3616  0.0481  -1.2008  0.281
H  -4.6959  2.9214  -3.6273  0.200
H  -3.5491  2.3587  -4.8772  0.195
H  -3.1249  0.4621  -3.5731  0.242
H  -4.1160  1.0983  -2.2501  0.236
H  -0.5866  4.8838  -2.3468  0.236
H  1.1060  3.6323  -0.9841  0.229
H  2.8742  -0.0007  1.3068  0.276

Cartesian forces, eV/Å:
C -0.1 -0.1 0.1
C -0.3 0.5 -0.2
O -0.1 -0.6 -0.4
P 1.7 1.5 0.6
C -1.1 -0.5 -0.2
C 1.7 -0.2 1.0
N -1.4 0.4 -0.9
O -0.6 -0.4 0.3
O -0.7 -0.6 0.2
C 0.3 0.0 -0.4
C 0.0 0.1 0.0
H 0.1 -0.1 0.0
H 0.0 0.0 -0.1
H 0.1 0.0 0.0
H -0.2 0.0 0.0
H 0.1 0.0 0.2
H 0.0 -0.3 0.2
H 0.0 0.1 0.3
H 0.1 0.1 -0.3
H 0.0 0.0 0.0
H 0.0 -0.1 -0.1
H 0.0 -0.1 0.0
C 0.4 0.2 -0.4
C 0.2 -0.2 0.4
C 0.1 0.7 -0.9
C -0.2 -0.1 0.7
O -1.2 -0.7 0.4
C 0.8 0.0 0.3
C -0.4 0.0 0.4
C 0.6 0.3 -0.4
C 0.7 0.7 -0.8
C -0.2 0.7 -0.1
C 0.0 0.0 0.0
C 0.4 0.8 -0.2
C 0.1 -0.8 -0.4
O 0.4 -0.9 0.9
C 0.0 0.3 -0.2
C -0.5 -0.4 0.1
C -0.7 0.2 -0.4
C 0.3 -0.7 0.1
C 0.0 -0.1 0.0
H -0.1 -0.2 -0.3
H -0.2 0.3 0.0
H -0.1 0.1 0.0
H -0.1 -0.2 -0.3
H -0.2 -0.1 0.0
H 0.2 -0.2 0.2
H -0.4 -0.4 0.3
H 0.2 0.1 -0.1
H 0.4 0.0 0.0
H 0.0 0.2 0.3
H 0.0 0.2 0.2
H 0.2 0.0 -0.1
H 0.1 -0.1 0.2
H -0.3 -0.1 0.0
H -0.1 0.2 -0.1

Record 3
Density functional theory data (the ωB97M-V functional and the def2-TZVPD basis) for C23H27Cl2CoFN7O4S as an isolated structure at a distorted geometry.

Its strongest force on any atom is 1.01 eV/Å. The total charge is +1. The value obtained for the total energy is -4377.9836 Ha. The energy above the lowest of the compared OMol25 structures with the same formula, charge and spin is 0.281 eV. The spin multiplicity is 2. Its expectation value of S² is 0.761.

Last column: Mulliken spin population.
Cartesian coordinates (Å):
Co  3.7017  -0.1887  0.1865  1.001
C  -2.5359  1.5911  4.3218  0.000
C  -1.6291  2.3575  3.3722  0.000
N  -0.7706  1.4749  2.5820  0.001
C  0.5369  1.3723  2.8992  0.001
C  1.4525  0.5926  2.2605  -0.002
C  2.8893  0.8380  2.6986  -0.011
O  3.0722  1.2176  3.8430  -0.002
O  3.8069  0.7156  1.8112  -0.022
C  1.0093  -0.2893  1.2275  -0.017
O  1.7222  -1.0895  0.5909  0.027
C  -0.4125  -0.1600  0.8678  0.019
C  -0.8807  -0.8587  -0.2457  0.008
C  -2.1415  -0.6335  -0.7144  0.002
F  -2.5888  -1.3283  -1.7893  0.000
C  -2.9837  0.3126  -0.1256  -0.001
C  -2.5447  0.9695  1.0058  -0.001
C  -1.2611  0.7459  1.5166  0.001
N  -4.2374  0.6711  -0.6816  0.000
C  -5.4507  0.4914  0.0910  0.000
C  -6.3077  1.7552  -0.1031  0.000
N  -5.8716  2.3962  -1.3955  0.000
C  -5.6994  1.3635  -2.4705  0.000
C  -4.4718  0.5078  -2.1039  0.000
H  -3.1648  2.2837  4.8813  0.000
H  -1.9431  1.0180  5.0342  0.000
H  -3.1818  0.8945  3.7856  0.000
H  -0.9682  3.0195  3.9271  0.000
H  -2.1978  2.9959  2.6943  0.000
H  0.8842  1.9909  3.7173  0.000
H  -0.2174  -1.5532  -0.7429  0.000
H  -3.1837  1.7257  1.4398  0.000
H  -5.2138  0.3687  1.1442  0.000
H  -6.0039  -0.4009  -0.2282  0.000
H  -6.1441  2.4908  0.6823  0.000
H  -7.3721  1.5431  -0.1832  0.000
H  -4.9552  2.8211  -1.2301  0.000
H  -6.5232  3.1268  -1.6773  0.000
H  -5.5793  1.8713  -3.4242  0.000
H  -6.6223  0.7869  -2.4919  0.000
H  -3.5907  0.8539  -2.6435  0.000
H  -4.6683  -0.5264  -2.4039  0.000
Cl  5.3999  1.1151  -3.1450  0.001
C  6.7683  1.1934  -2.0290  0.000
Cl  6.3478  0.7169  -0.3777  0.013
H  7.1225  2.2164  -1.9994  0.000
H  7.5336  0.5166  -2.3879  0.001
C  5.1112  -4.5459  0.7060  0.001
N  4.5229  -3.7818  -0.3939  0.001
C  4.0331  -4.3611  -1.5206  -0.001
C  3.4103  -3.6423  -2.4788  0.000
C  3.3057  -2.2298  -2.2832  -0.006
N  3.8343  -1.6531  -1.2186  -0.011
C  4.3675  -2.4313  -0.2321  0.003
O  4.6684  -1.8545  0.8285  -0.002
N  2.6938  -1.4328  -3.1595  0.000
H  5.2967  -5.5595  0.3617  0.000
H  4.4324  -4.5553  1.5566  0.000
H  6.0447  -4.0796  1.0091  0.000
H  4.1623  -5.4319  -1.5927  0.000
H  3.0155  -4.1202  -3.3613  0.000
H  2.3001  -1.7876  -4.0109  0.000
H  2.6691  -0.4405  -2.9674  0.000
S  0.5916  2.9028  -1.3526  -0.002
C  1.8535  1.9103  -1.0476  -0.011
N  2.7566  1.2005  -0.8294  0.009

Cartesian forces, eV/Å:
Co -0.6 0.3 -0.5
C 0.0 0.0 0.0
C 0.0 0.0 0.0
N 0.0 -0.1 0.0
C 0.1 0.0 -0.1
C 0.0 0.1 0.0
C 0.0 0.0 0.0
O 0.0 0.0 0.0
O 0.2 -0.1 -0.1
C 0.0 0.1 -0.2
O 0.2 0.1 0.2
C 0.0 0.0 0.0
C 0.0 0.0 0.0
C 0.1 -0.1 0.0
F 0.1 0.0 0.0
C 0.0 0.1 0.1
C 0.0 0.0 0.0
C 0.0 0.0 0.0
N -0.1 -0.1 0.0
C 0.0 0.0 0.0
C 0.0 0.0 0.0
N 0.0 0.0 0.0
C 0.0 0.0 0.0
C 0.0 0.0 -0.1
H 0.0 0.0 0.0
H 0.0 0.0 0.0
H 0.0 0.0 0.0
H 0.0 0.0 0.0
H 0.0 0.0 0.0
H 0.0 0.0 0.0
H 0.0 0.0 0.0
H 0.0 0.0 0.0
H 0.0 0.0 0.0
H 0.0 0.0 0.0
H 0.0 0.0 0.0
H 0.0 0.0 0.0
H 0.0 0.0 0.0
H 0.0 0.0 0.0
H 0.0 0.0 0.0
H 0.0 0.0 0.0
H 0.0 0.0 0.0
H 0.0 0.1 0.0
Cl 0.0 0.0 0.0
C 0.0 0.0 0.0
Cl 0.0 0.0 0.1
H 0.0 0.0 0.0
H 0.0 0.0 0.0
C 0.0 0.0 0.0
N 0.0 0.0 -0.1
C -0.1 0.0 0.0
C 0.1 0.0 0.0
C -0.1 0.5 -0.3
N 0.3 -0.7 0.7
C 0.0 0.3 0.2
O 0.0 -0.3 -0.2
N 0.0 0.0 0.0
H 0.0 0.0 0.0
H 0.0 0.0 0.0
H 0.0 0.0 0.0
H 0.0 0.0 0.0
H 0.0 0.0 0.0
H 0.0 0.0 0.0
H 0.0 0.0 0.0
S 0.0 -0.2 0.0
C 0.0 0.0 0.0
N 0.0 -0.1 0.2

Record 4
Density functional theory data (the ωB97M-V functional and the def2-TZVPD basis) for a 2-piece molecular cluster, C23H27N2O3P overall at a distorted geometry.

Its strongest force on any atom is 2.70 eV/Å. The total charge is 0. The value obtained for the total energy is -1569.2069 Ha. The energy above the lowest of the compared OMol25 structures with the same formula, charge and spin is 2.510 eV.

Last column: natural (NBO) charge in e.
Cartesian coordinates (Å):
C  0.1070  -6.3560  0.6087  -0.623
C  0.6129  -5.1207  -0.1003  -0.067
O  -0.2780  -4.0255  0.2468  -0.842
P  -0.3797  -2.6590  -0.5950  2.388
C  0.8972  -1.5982  0.0692  -1.015
C  2.1319  -2.2326  0.1968  0.259
N  3.1930  -2.7476  0.2958  -0.455
O  -0.3579  -2.8026  -2.0717  -1.114
O  -1.7444  -2.0343  0.0269  -0.828
C  -2.8227  -2.9695  0.3469  -0.060
C  -4.0873  -2.2127  0.6592  -0.624
H  0.7099  -7.2158  0.3166  0.215
H  0.1731  -6.2356  1.6941  0.211
H  -0.9355  -6.5595  0.3437  0.208
H  1.6313  -4.8602  0.2129  0.206
H  0.5960  -5.2486  -1.1894  0.193
H  0.6011  -0.9558  0.9046  0.262
H  -2.9706  -3.6298  -0.5222  0.183
H  -2.5243  -3.5691  1.2164  0.191
H  -4.8924  -2.9394  0.7851  0.215
H  -3.9898  -1.6562  1.5952  0.212
H  -4.3639  -1.5266  -0.1457  0.210
C  -0.3637  0.4266  -2.8380  -0.689
C  -0.5582  1.2993  -1.6717  0.351
N  -1.5616  2.2063  -1.5885  -0.320
C  -2.4419  2.5569  -2.6852  -0.410
C  -1.5332  2.8627  -0.3531  0.110
C  -0.4464  2.3421  0.3873  -0.004
C  -0.1852  2.8588  1.6500  -0.202
C  -0.9366  3.9617  2.0945  -0.223
C  -1.9513  4.5272  1.3020  -0.212
C  -2.2630  3.9703  0.0526  -0.230
C  0.2403  1.4103  -0.5001  -0.167
C  1.4871  0.8234  -0.3149  0.040
C  2.5390  1.5062  0.4048  -0.164
C  2.6390  2.9186  0.4459  -0.117
C  3.7119  3.5522  1.0709  -0.244
C  4.7349  2.7868  1.6531  -0.186
C  4.6556  1.3873  1.6167  -0.203
C  3.5725  0.7628  1.0167  -0.166
H  0.6462  0.0080  -2.7922  0.256
H  -1.0538  -0.4331  -2.8485  0.287
H  -0.4838  0.9860  -3.7777  0.229
H  -3.0946  3.3634  -2.3428  0.221
H  -1.8595  2.9133  -3.5477  0.214
H  -3.0480  1.6961  -3.0028  0.223
H  0.5851  2.3968  2.2678  0.229
H  -0.7266  4.3884  3.0774  0.221
H  -2.4979  5.4027  1.6563  0.221
H  -3.0422  4.3629  -0.6011  0.213
H  1.7889  0.0135  -0.9827  0.273
H  1.8627  3.5201  -0.0292  0.211
H  3.7525  4.6425  1.1099  0.220
H  5.6001  3.2804  2.1055  0.219
H  5.4408  0.7796  2.0665  0.224
H  3.4841  -0.3245  1.0036  0.249

Cartesian forces, eV/Å:
C -0.1 0.0 0.1
C -0.1 0.2 -0.2
O 0.0 -0.1 -0.4
P 0.5 0.8 0.2
C -0.9 0.0 0.6
C 2.4 -1.1 0.4
N -2.1 1.1 -0.3
O -0.2 -0.3 0.7
O 0.2 -0.7 0.0
C 0.3 0.1 -0.3
C 0.0 0.2 0.1
H 0.0 0.0 0.0
H 0.0 0.0 -0.1
H 0.1 0.0 0.0
H -0.3 0.0 -0.1
H 0.0 0.0 0.2
H 0.0 -0.7 0.0
H 0.0 0.1 0.3
H 0.0 0.1 -0.3
H 0.0 0.1 0.0
H 0.0 0.0 -0.2
H 0.1 -0.1 0.1
C 0.3 -0.2 -0.4
C -0.1 0.6 0.9
N 0.2 -0.5 -0.2
C -0.2 0.0 -0.2
C 0.7 0.2 0.1
C -0.3 0.5 -0.8
C -0.4 0.4 0.4
C 0.1 -0.5 -0.1
C 0.0 -0.3 -0.4
C -0.1 0.0 0.4
C -0.8 -0.2 0.1
C -0.2 0.0 -1.9
C 1.3 0.1 1.3
C -0.2 -0.2 0.0
C 0.1 -0.5 0.1
C -0.2 -0.1 -0.2
C 0.0 0.4 0.1
C -0.4 -0.1 -0.3
H -0.3 0.0 -0.2
H 0.1 0.3 0.1
H 0.1 -0.2 0.2
H 0.1 -0.3 -0.2
H -0.2 -0.1 0.3
H 0.2 0.3 0.2
H -0.1 0.4 -0.1
H -0.1 -0.1 -0.3
H 0.2 -0.3 -0.1
H 0.1 0.1 0.4
H 0.0 0.7 0.0
H 0.3 -0.2 0.1
H 0.0 -0.3 -0.1
H -0.4 -0.2 -0.1
H -0.2 0.2 -0.1
H 0.3 0.3 0.0